Below is 3 unconnected molecules or ions with the total composition C19H46N2O7, with properties calculated with ωB97M-V with the def2-TZVPD basis set.

Its total charge is 0. For the energy, the calculation gives -1387.52509 hartree. Its SMILES is CCCCN[C@@H](CN)OC.COCCOCCOC.COCCOCCOC. Its energy above the lowest of the compared OMol25 structures with the same formula, charge and spin is 132.1 kcal per mole. As for the LUMO energy: 0.8 eV.

XYZ file:
```
74
C19H46N2O7, DFT ωB97M-V with the def2-TZVPD basis set
O -5.079 3.548 -0.263
O -7.260 3.071 1.823
O -6.221 0.732 0.051
O 2.592 -3.456 -0.352
O 0.654 2.367 0.081
O -0.654 4.007 -2.128
O 0.017 0.974 -2.558
N 4.978 -3.664 -0.319
N 2.874 -6.010 1.545
C -4.594 2.482 0.547
C -6.692 0.129 -1.138
C 6.918 -5.032 0.631
C 0.490 4.380 -1.379
C 2.739 -2.118 0.081
C 1.074 0.281 -3.192
C 7.034 -3.025 2.309
C 6.035 -4.637 -0.596
C -6.487 3.707 -0.399
C -1.834 4.694 -1.755
C -4.846 1.079 0.013
C 3.695 -4.263 0.020
C -6.994 3.496 3.145
C 7.756 -3.821 1.171
C -0.509 1.627 -0.273
C 3.509 -4.664 1.522
C -0.296 0.489 -1.262
C -7.232 4.116 0.863
C 1.283 3.168 -0.913
H -1.309 2.292 -0.600
H 1.614 2.559 -1.754
H 6.735 -4.146 -1.302
H 1.488 0.935 -3.960
H -1.874 5.675 -2.238
H 4.451 -4.730 2.094
H 7.927 -3.170 0.297
H 5.649 -5.521 -1.121
H -2.686 4.101 -2.089
H -7.903 3.890 3.609
H 0.702 -0.632 -3.667
H -7.776 0.245 -1.165
H 5.266 -2.957 0.338
H 3.489 -6.695 1.119
H -6.935 2.826 -0.857
H 1.130 4.984 -2.033
H -6.610 4.518 -1.122
H 7.468 -3.180 3.304
H -6.772 5.020 1.273
H 6.356 -5.537 1.433
H 0.220 4.993 -0.514
H 8.698 -4.223 1.570
H -4.938 2.587 1.575
H -6.202 4.251 3.177
H 0.491 -0.171 -0.884
H -1.910 4.809 -0.670
H -4.309 0.365 0.649
H 2.814 -3.993 2.053
H -6.656 2.628 3.712
H 2.788 -6.291 2.516
H 7.051 -1.958 2.018
H -6.277 0.611 -2.029
H -8.271 4.346 0.597
H -6.451 -0.938 -1.147
H -0.854 1.176 0.662
H 7.632 -5.788 0.245
H -3.509 2.621 0.578
H 3.486 -1.970 0.879
H 2.194 3.546 -0.439
H -4.440 0.997 -1.000
H 1.876 0.033 -2.489
H 1.796 -1.684 0.453
H -1.224 -0.089 -1.343
H 5.960 -3.282 2.352
H 3.610 -5.193 -0.564
H 3.066 -1.515 -0.787
```

Atomic partial charges in e from the Löwdin method, atoms 1 to 6: O -0.129; O -0.200; O -0.197; O -0.135; O -0.120; O -0.197